Entry 1:
DFT (the ωB97M-V functional and the def2-TZVPD basis) results for a 12-piece molecular cluster, C39H61F15N2O25 overall.

Properties
LUMO ... 0.51 eV
Highest occupied orbital energy ... -10.3 eV

The geometry in XYZ format:
```
142
Properties=species:S:1:pos:R:3:forces:R:3
C -7.704 -16.633 21.464 -0.067 -0.035 0.264
C -9.044 -17.147 20.967 1.013 0.953 -1.270
O -10.057 -17.281 21.966 -0.516 -0.009 -0.085
C -9.965 -18.253 22.832 0.535 -0.268 0.322
O -9.076 -19.054 22.902 -0.110 -0.262 0.021
C -11.123 -18.265 23.862 -0.489 0.336 -0.027
F -10.667 -17.892 25.073 -0.193 -0.310 -0.539
F -12.116 -17.430 23.511 0.386 -0.450 0.223
F -11.624 -19.509 23.954 0.183 0.486 0.016
H -7.164 -17.418 21.992 -0.026 0.105 0.142
H -7.800 -15.747 22.091 -0.042 -0.076 0.061
H -7.096 -16.356 20.602 -0.088 -0.028 -0.081
H -8.815 -18.007 20.334 -0.709 -0.658 0.636
H -9.482 -16.425 20.278 -0.052 0.122 0.160
C -9.645 -21.072 26.098 0.025 -0.074 -0.918
C -9.036 -22.409 25.708 0.348 0.694 0.171
O -9.340 -23.301 26.798 0.064 -0.551 0.362
C -9.113 -24.599 26.621 -0.732 1.024 0.652
O -8.811 -25.126 25.606 0.481 -0.694 -0.588
C -9.436 -25.378 27.933 -0.139 -0.332 -1.213
F -9.474 -24.591 29.002 0.236 -0.291 0.209
F -10.642 -25.956 27.786 0.146 0.146 0.220
F -8.537 -26.360 28.073 -0.083 0.344 0.481
H -9.183 -20.696 27.008 -0.129 0.038 0.075
H -10.732 -21.107 26.169 0.018 -0.231 0.316
H -9.462 -20.369 25.283 0.194 0.041 0.130
H -7.947 -22.319 25.665 -0.003 -0.073 -0.046
H -9.349 -22.802 24.741 -0.398 -0.077 0.182
C -1.020 -19.076 34.130 -0.163 0.394 -0.608
C -2.273 -19.896 33.838 -0.148 0.821 0.362
O -2.104 -20.961 32.899 0.062 -0.773 0.131
C -1.774 -20.690 31.659 0.147 0.508 -0.105
O -1.551 -19.612 31.186 -0.110 -0.148 0.018
C -1.661 -21.959 30.782 0.666 0.254 -0.232
F -1.867 -23.105 31.440 0.075 0.557 -0.325
F -2.509 -21.825 29.757 0.164 -0.405 0.273
F -0.396 -22.009 30.272 -0.716 -0.070 0.236
H -1.019 -18.692 35.149 0.084 -0.374 0.150
H -1.050 -18.187 33.498 0.224 -0.098 -0.106
H -0.104 -19.611 33.887 0.021 -0.094 0.308
H -3.026 -19.200 33.465 -0.211 -0.292 -0.111
H -2.663 -20.388 34.725 0.059 -0.083 -0.045
C -8.217 -21.864 31.133 -0.072 0.278 -0.944
C -7.276 -22.298 30.006 0.026 0.150 0.801
O -6.485 -21.183 29.553 -0.029 0.663 -0.546
C -5.597 -20.565 30.298 -0.223 -0.473 -0.304
O -5.104 -20.962 31.311 0.134 -0.055 0.566
C -5.186 -19.225 29.636 0.154 -0.557 0.897
F -4.367 -19.483 28.633 0.144 0.230 -0.505
F -6.240 -18.533 29.222 -0.108 0.129 -0.281
F -4.532 -18.497 30.543 0.043 0.248 -0.015
H -9.094 -22.511 31.109 0.117 -0.159 0.398
H -8.586 -20.861 30.904 -0.005 0.025 0.046
H -7.714 -21.834 32.095 -0.108 -0.199 0.068
H -7.797 -22.566 29.092 -0.119 -0.263 0.171
H -6.644 -23.108 30.373 0.180 -0.009 -0.341
C -11.301 -11.905 28.244 0.243 0.405 0.684
C -11.193 -12.478 26.848 -1.114 0.175 0.643
O -10.048 -13.312 26.714 0.741 0.067 0.108
C -10.061 -14.276 25.812 0.044 -0.041 -0.038
O -11.002 -14.684 25.202 -0.056 -0.018 -0.255
C -8.646 -14.906 25.624 -0.691 0.271 0.074
F -8.736 -16.198 25.942 0.372 -0.079 0.202
F -8.259 -14.829 24.347 -0.078 0.078 -0.095
F -7.729 -14.302 26.367 0.198 -0.231 0.136
H -10.434 -11.302 28.520 -0.023 0.105 -0.232
H -11.435 -12.587 29.086 0.069 -0.560 -0.473
H -12.188 -11.269 28.293 0.102 0.156 -0.230
H -11.109 -11.649 26.145 0.070 -0.158 -0.181
H -12.109 -13.033 26.645 0.194 -0.143 -0.309
C -6.698 -24.768 23.245 -0.086 -0.669 0.037
O -5.767 -24.865 24.319 0.173 0.804 -0.001
C -5.014 -25.928 24.443 -0.337 -1.593 0.217
O -5.132 -26.992 23.880 0.267 0.527 -0.275
O -4.159 -25.698 25.444 0.067 0.597 -0.081
C -3.153 -26.641 25.741 0.634 -0.280 0.988
H -7.398 -24.011 23.580 -0.001 -0.006 -0.220
H -7.201 -25.723 23.092 -0.102 0.029 0.148
H -6.199 -24.514 22.310 0.138 0.235 0.161
H -3.516 -27.644 25.967 -0.331 -0.004 -0.489
H -2.738 -26.272 26.679 0.130 0.072 -0.115
H -2.329 -26.672 25.029 -0.296 0.023 -0.372
C -11.618 -20.609 19.742 -0.118 0.584 0.127
O -10.200 -20.751 19.680 0.057 0.498 -1.010
C -9.652 -21.440 20.660 -0.063 -0.514 0.911
O -10.260 -22.052 21.498 -0.221 -0.117 0.295
O -8.338 -21.346 20.587 0.737 0.611 -0.832
C -7.589 -21.880 21.666 -0.482 -0.958 0.753
H -11.924 -19.968 18.918 0.300 -0.136 -0.190
H -11.849 -20.055 20.652 -0.317 -0.401 0.146
H -12.136 -21.560 19.667 0.062 -0.061 0.267
H -7.945 -22.889 21.885 -0.027 0.157 -0.077
H -7.739 -21.283 22.562 0.110 0.125 -0.049
H -6.535 -21.960 21.421 -0.061 0.401 -0.363
C -4.628 -26.836 28.716 0.160 0.605 0.133
O -4.669 -26.530 30.118 -0.940 -0.587 -0.176
C -4.314 -25.315 30.523 1.160 -0.426 0.630
O -3.580 -24.564 29.930 -0.727 0.374 -0.125
O -4.748 -25.208 31.775 -0.945 0.742 -0.481
C -4.329 -24.121 32.641 0.452 -1.493 0.419
H -5.532 -27.362 28.418 -0.105 0.003 0.334
H -3.772 -27.482 28.532 0.085 0.154 -0.134
H -4.576 -25.887 28.184 0.254 -0.221 -0.329
H -4.428 -23.084 32.331 -0.117 -0.244 -0.697
H -3.303 -24.412 32.861 0.089 0.736 0.352
H -4.950 -24.316 33.512 0.114 0.283 0.108
C -3.922 -22.634 26.618 0.057 -1.777 -0.184
O -4.599 -21.398 26.568 0.477 0.739 0.739
C -5.444 -21.161 25.570 0.634 -0.403 0.564
O -5.648 -21.914 24.657 -0.423 0.230 -0.534
O -5.997 -19.979 25.817 -0.329 -0.051 -0.122
C -6.785 -19.413 24.753 1.402 0.540 0.132
H -3.464 -22.858 27.581 -0.418 0.810 0.371
H -3.085 -22.754 25.932 -0.263 0.516 -0.401
H -4.631 -23.439 26.429 0.054 -0.024 -0.206
H -7.144 -18.480 25.180 -0.698 -0.285 -0.004
H -7.508 -20.111 24.358 -0.179 0.169 0.123
H -6.071 -19.094 23.987 -0.239 -0.305 -0.327
C -2.260 -27.224 20.554 0.319 -0.931 0.167
O -2.583 -25.959 21.083 -1.045 0.642 -0.768
C -1.887 -25.495 22.107 0.987 -0.731 -0.047
O -0.899 -26.030 22.545 -0.050 0.176 0.478
O -2.438 -24.369 22.503 -0.797 0.216 -0.072
C -1.960 -23.710 23.658 0.586 1.010 0.777
H -1.182 -27.364 20.480 -0.008 0.001 0.167
H -2.690 -27.363 19.564 -0.147 0.598 0.007
H -2.708 -27.995 21.184 0.244 -0.026 0.114
H -1.991 -24.287 24.581 -0.004 -0.440 -0.304
H -2.595 -22.841 23.818 -0.250 -0.151 -0.287
H -0.958 -23.297 23.538 0.118 -0.354 -0.226
C -1.047 -20.109 27.216 -0.203 0.377 -0.979
C -0.710 -20.307 25.798 0.251 -0.626 0.118
N -0.465 -20.496 24.691 -0.092 0.144 0.180
H -0.694 -20.903 27.866 0.123 -0.086 -0.161
H -2.137 -20.069 27.227 -0.004 0.119 0.442
H -0.618 -19.146 27.485 -0.171 -0.028 0.394
C -0.920 -25.613 29.357 1.203 -1.071 0.223
C -0.964 -24.747 28.205 -0.782 0.644 0.137
N -1.001 -24.030 27.309 0.083 -0.052 -0.116
H -1.769 -26.271 29.510 -0.233 0.211 -0.422
H -0.737 -25.109 30.302 -0.038 0.383 -0.203
H -0.047 -26.245 29.151 -0.095 -0.138 0.356
```
Forces are in eV/Å.

***

Entry 2:
DFT (the ωB97M-V functional and the def2-TZVPD basis) results for C3H2FInO2 as an isolated structure.

Properties
LUMO (alpha / beta) ... -5.63 / -7.50 eV
Multiplicity ... 2
Energy above the lowest of the compared OMol25 structures with the same formula, charge and spin ... 57.8 kcal per mole
⟨S²⟩ ... 0.77
Highest occupied orbital energy (alpha / beta) ... -13.6 / -13.6 eV
Net charge ... +1

The geometry in XYZ format:
```
9
Properties=species:S:1:pos:R:3:forces:R:3
F -0.679 1.608 -0.751 -0.360 -0.943 -0.232
O 0.135 -0.881 -0.907 -1.542 0.782 -0.300
O 1.502 0.706 0.112 -8.263 2.026 0.177
C -1.141 -0.980 -0.160 2.706 0.242 -0.260
C -0.974 0.285 0.440 1.806 0.386 0.400
C 0.360 0.348 -0.278 -0.492 -0.980 3.206
H -1.230 -1.919 0.397 -0.890 0.112 -0.640
H -1.184 0.645 1.447 -0.646 0.468 -0.674
In 3.210 0.188 -0.300 7.681 -2.093 -1.677
```
Forces are in eV/Å.

***

Entry 3:
DFT (the ωB97M-V functional and the def2-TZVPD basis) results for a 2-piece molecular cluster, C4H9N5 overall.

Properties
LUMO ... 0.54 eV
Energy above the lowest of the compared OMol25 structures with the same formula, charge and spin ... 26.3 kcal per mole
Highest occupied orbital energy ... -9.3 eV

The geometry in XYZ format:
```
18
Properties=species:S:1:pos:R:3:forces:R:3
C -0.626 1.279 1.591 0.239 0.004 0.299
C -1.639 0.223 1.222 -0.850 0.247 0.271
N -1.144 -0.796 0.449 0.136 -0.203 -0.008
N -2.893 0.230 1.485 0.522 -0.283 -0.423
H -0.168 -1.048 0.567 0.044 -0.098 -0.001
H -1.784 -1.565 0.326 -0.070 -0.033 0.016
H -3.190 1.074 1.941 0.072 0.362 0.371
H 0.347 0.837 1.858 -0.320 0.069 -0.217
H -0.471 1.956 0.746 0.017 -0.058 0.095
H -0.965 1.854 2.456 -0.063 -0.016 -0.196
C 1.582 -0.580 -1.377 0.476 1.283 0.758
N 0.473 0.050 -1.823 0.042 -0.079 -0.301
N 1.673 -1.094 -0.221 -0.280 -0.461 -0.121
C 3.480 -0.796 -2.987 0.640 0.101 -0.486
N 2.706 -0.373 -2.222 -0.739 -0.864 0.196
H -0.346 -0.025 -1.223 -0.054 -0.171 -0.260
H 0.389 0.245 -2.807 -0.048 0.039 0.190
H 2.576 -1.470 0.019 0.237 0.162 -0.182
```
Forces are in eV/Å.

***

DFT total energy (eV)
-136363.010; -15115.993; -11743.494